[1]
C43H32Cl3N5OPtS | ωB97M-V with the def2-TZVPD basis set

Summary:
Gap between HOMO and LUMO   7.13 eV
LUMO level   -0.75 eV

Atoms and positions in Å:
Pt: 1.110 -1.521 -1.074
C: 2.063 1.365 3.810
C: 2.234 1.569 2.448
C: 1.747 0.645 1.536
C: 1.077 -0.482 1.991
C: 0.895 -0.692 3.355
C: 1.391 0.232 4.258
N: 0.592 -1.408 1.013
N: -0.424 -2.053 1.378
C: -0.977 -2.834 0.368
C: -2.043 -3.670 0.709
C: -2.605 -4.468 -0.263
C: -2.072 -4.433 -1.552
C: -1.022 -3.587 -1.881
C: -0.466 -2.713 -0.942
H: 2.447 2.084 4.522
H: 2.752 2.450 2.090
H: 1.855 0.792 0.469
H: 0.377 -1.580 3.691
H: 1.255 0.066 5.319
H: -2.400 -3.672 1.731
H: -3.435 -5.121 -0.029
H: -2.486 -5.080 -2.317
H: -0.626 -3.623 -2.886
C: 0.170 -0.818 -5.256
C: 1.285 -0.110 -5.679
C: 2.324 0.099 -4.789
C: 2.258 -0.419 -3.498
C: 1.158 -1.184 -3.060
C: 0.109 -1.334 -3.967
C: 3.302 -0.163 -2.502
C: 4.490 0.564 -2.774
C: 5.420 0.726 -1.799
C: 5.241 0.102 -0.542
C: 6.211 0.150 0.484
C: 6.028 -0.549 1.643
C: 4.872 -1.337 1.811
C: 3.907 -1.381 0.844
C: 4.056 -0.634 -0.344
N: 3.074 -0.665 -1.300
H: -0.666 -0.961 -5.930
H: 1.336 0.293 -6.682
H: 3.176 0.685 -5.109
H: -0.799 -1.841 -3.671
H: 4.642 0.994 -3.752
H: 6.321 1.300 -1.981
H: 7.110 0.734 0.324
H: 6.775 -0.516 2.425
H: 4.746 -1.918 2.715
H: 3.029 -2.001 0.956
Cl: -2.159 2.576 5.309
C: -2.501 2.436 3.614
C: -1.458 2.376 2.707
C: -1.747 2.248 1.360
C: -3.059 2.173 0.882
C: -3.409 1.956 -0.577
C: -2.637 2.753 -1.637
N: -1.195 2.618 -1.607
C: -0.270 3.594 -1.318
C: 0.927 2.944 -1.198
N: 0.742 1.595 -1.370
C: -0.525 1.444 -1.649
O: -3.437 0.580 -0.974
C: -2.778 -0.411 -0.188
C: -3.614 -0.914 0.954
C: -4.849 -1.474 0.832
Cl: -5.711 -1.747 -0.623
S: -5.521 -1.948 2.338
C: -4.124 -1.404 3.170
C: -3.203 -0.883 2.319
C: -4.075 2.224 1.840
Cl: -5.744 2.050 1.387
C: -3.814 2.366 3.192
H: -0.433 2.409 3.047
H: -0.912 2.184 0.679
H: -4.437 2.300 -0.705
H: -2.877 3.812 -1.536
H: -3.008 2.412 -2.604
H: -0.544 4.630 -1.223
H: 1.893 3.363 -0.963
H: -1.013 0.511 -1.877
H: -1.822 -0.055 0.204
H: -2.555 -1.225 -0.882
H: -4.066 -1.487 4.243
H: -2.252 -0.476 2.634
H: -4.625 2.393 3.905

---

[2]
C43H33AsClF6IN3NaO4 | ωB97M-V with the def2-TZVPD basis set

Summary:
Charge   -2
Gap between HOMO and LUMO   5.82 eV
LUMO level   3.81 eV

Atoms and positions in Å:
Na: 1.471 -0.052 2.699
C: 0.151 0.377 4.965
C: -0.655 0.884 3.926
C: -0.001 2.005 3.376
C: 1.212 2.186 4.073
C: 1.303 1.180 5.055
H: -0.089 -0.474 5.590
H: -1.632 0.516 3.642
H: -0.374 2.625 2.569
H: 1.935 2.971 3.894
H: 2.122 1.046 5.748
Cl: 3.208 5.543 -4.240
C: 2.980 3.991 -3.452
C: 3.849 2.968 -3.717
C: 3.714 1.724 -3.104
I: 5.074 0.214 -3.542
C: 2.705 1.424 -2.152
O: 2.612 0.350 -1.533
C: 1.731 2.527 -1.952
N: 0.672 2.257 -1.157
C: -0.199 3.200 -0.902
C: -0.102 4.502 -1.424
C: 0.939 4.793 -2.261
C: 1.891 3.796 -2.566
H: 4.664 3.126 -4.412
H: -1.027 2.939 -0.248
H: -0.844 5.245 -1.162
H: 1.047 5.777 -2.697
O: 1.310 -1.042 -6.027
C: 0.522 -2.117 -5.589
N: 0.794 -2.531 -4.234
C: 0.596 -1.628 -3.225
O: 0.116 -0.533 -3.496
C: 0.921 -2.048 -1.843
C: 1.496 -3.271 -1.510
C: 1.723 -3.558 -0.180
C: 1.356 -2.616 0.774
N: 0.799 -1.445 0.476
C: 0.624 -1.158 -0.813
H: 1.162 -0.325 -5.390
H: 0.744 -2.956 -6.248
H: -0.542 -1.869 -5.664
H: 1.345 -3.353 -4.071
H: 1.792 -3.993 -2.262
H: 2.207 -4.473 0.132
H: 1.568 -2.799 1.821
H: 0.242 -0.175 -1.044
C: -5.076 1.135 -3.663
C: -3.757 0.732 -3.820
C: -2.968 0.477 -2.705
C: -3.507 0.605 -1.425
C: -4.826 1.016 -1.273
C: -5.607 1.282 -2.390
As: -2.280 0.194 0.041
C: -2.804 -1.649 0.367
C: -2.488 -2.750 -0.412
C: -2.859 -4.017 0.016
C: -3.528 -4.177 1.224
C: -3.851 -3.076 2.002
C: -3.502 -1.800 1.570
C: -3.830 -0.532 2.248
C: -4.533 -0.402 3.442
C: -4.791 0.860 3.953
C: -4.349 1.996 3.286
C: -3.633 1.874 2.103
C: -3.381 0.615 1.583
H: -5.687 1.345 -4.534
H: -3.328 0.631 -4.809
H: -1.928 0.199 -2.841
H: -5.244 1.124 -0.278
H: -6.635 1.604 -2.264
H: -1.942 -2.629 -1.340
H: -2.611 -4.884 -0.585
H: -3.793 -5.171 1.566
H: -4.372 -3.214 2.942
H: -4.867 -1.280 3.981
H: -5.323 0.960 4.891
H: -4.534 2.977 3.705
H: -3.255 2.761 1.611
C: 4.461 0.242 1.660
C: 4.377 -0.992 2.581
O: 3.127 -1.376 2.843
C: 5.155 -2.154 1.888
F: 5.427 -3.181 2.728
F: 4.436 -2.670 0.880
F: 6.349 -1.796 1.347
C: 5.123 -0.663 3.909
F: 4.891 -1.559 4.879
F: 6.481 -0.595 3.777
F: 4.745 0.535 4.395
H: 3.986 0.009 0.705
H: 5.481 0.582 1.467
H: 3.916 1.064 2.126